14
Properties=species:S:1:pos:R:3:nbo_charge:R:1 method="wB97M-V/def2-TZVPD" gap_ev=10.39 homo_ha=-0.34862 e_lumo_ha=0.033 total_charge=0
C -0.468 -1.653 -1.683 -0.71
C 0.238 -1.085 -0.449 0.68
O 1.130 -1.653 0.141 -0.62
N -0.250 0.124 -0.037 -0.63
C 0.401 0.800 1.069 -0.05
N -0.197 2.094 1.330 -0.84
H -0.097 -1.165 -2.580 0.23
H -1.531 -1.491 -1.531 0.22
H -0.208 -2.703 -1.730 0.24
H -0.806 0.668 -0.671 0.40
H 1.472 0.876 0.889 0.17
H 0.312 0.159 1.947 0.19
H 0.396 2.841 1.009 0.36
H -0.392 2.189 2.294 0.37

---

17
Properties=species:S:1:pos:R:3:nbo_charge:R:1 method="wB97M-V/def2-TZVPD" gap_ev=10.54 homo_ha=-0.35636 e_lumo_ha=0.031 total_charge=0
N -2.507 -0.199 0.045 -0.84
C -1.297 0.045 -0.759 -0.22
C -0.386 0.938 0.085 -0.42
C 0.464 0.077 1.029 -0.22
N 1.532 -0.545 0.242 -0.62
C 2.774 -0.321 -0.162 0.53
O 3.304 -0.899 -1.107 -0.62
H -2.370 -0.972 0.702 0.35
H -3.272 -0.541 -0.532 0.36
H -0.838 -0.921 -1.048 0.16
H -1.579 0.633 -1.675 0.21
H 0.333 1.416 -0.622 0.20
H -0.919 1.742 0.529 0.23
H -0.265 -0.663 1.456 0.20
H 0.819 0.771 1.886 0.22
H 1.019 -1.116 -0.447 0.38
H 3.191 0.555 0.379 0.10

---

12
Properties=species:S:1:pos:R:3:nbo_charge:R:1 method="wB97M-V/def2-TZVPD" gap_ev=9.90 homo_ha=-0.33690 e_lumo_ha=0.027 total_charge=0
C 0.442 -1.746 -1.406 0.52
C -0.261 -0.084 0.194 0.24
C -0.828 0.656 1.222 0.00
C 0.449 1.963 0.314 0.32
H 1.076 -0.634 -1.677 0.16
H -0.507 -2.347 0.523 0.43
H -1.584 0.578 2.115 0.21
H 0.836 3.032 0.138 0.21
N -0.038 -1.541 -0.056 -0.67
N 0.618 0.759 -0.366 -0.49
O 0.235 -2.594 -2.313 -0.57
O -0.438 1.958 1.311 -0.38